1.
The following is a quantum chemistry calculation of C28H42AsCaF6O21 as an isolated structure at a distorted geometry, from the OMol25 dataset.

Cartesian coordinates (Å):
Ca: -0.10 0.07 0.40
As: -1.09 3.03 2.87
F: -2.50 2.21 3.39
F: -1.93 3.69 1.53
F: 0.41 3.71 2.33
F: -0.23 2.29 4.19
F: -0.67 1.60 1.90
F: -1.42 4.41 3.81
C: 1.47 -3.71 -4.94
C: 1.75 -2.25 -4.71
C: 0.77 -1.28 -5.40
O: 0.26 -0.48 -4.35
C: 0.78 -0.87 -3.17
O: 0.48 -0.39 -2.13
O: 1.63 -1.90 -3.33
H: 0.42 -3.94 -4.77
H: 2.13 -4.36 -4.37
H: 1.61 -3.90 -6.01
H: 2.75 -2.03 -5.07
H: -0.05 -1.87 -5.82
H: 1.22 -0.69 -6.20
C: 0.85 -6.67 0.87
C: 1.25 -5.43 0.11
C: 0.50 -5.19 -1.22
O: -0.11 -3.91 -1.05
C: 0.25 -3.38 0.14
O: -0.01 -2.28 0.50
O: 0.96 -4.25 0.87
H: -0.15 -6.56 1.29
H: 1.55 -6.86 1.68
H: 0.83 -7.55 0.23
H: 2.32 -5.46 -0.09
H: -0.30 -5.92 -1.34
H: 1.17 -5.20 -2.08
C: -4.41 -0.46 -4.69
C: -4.19 -1.18 -3.38
C: -3.22 -2.38 -3.45
O: -2.32 -2.14 -2.37
C: -2.65 -1.00 -1.74
O: -2.12 -0.63 -0.73
O: -3.59 -0.33 -2.41
H: -5.21 0.28 -4.57
H: -4.71 -1.15 -5.48
H: -3.52 0.09 -5.01
H: -5.16 -1.51 -3.01
H: -2.70 -2.50 -4.39
H: -3.77 -3.31 -3.26
C: -3.62 3.48 -4.14
C: -2.22 3.04 -3.83
C: -1.22 4.16 -3.48
O: -0.65 3.75 -2.23
C: -1.24 2.63 -1.80
O: -0.91 2.03 -0.83
O: -2.26 2.28 -2.60
H: -4.29 2.62 -4.16
H: -3.64 4.06 -5.06
H: -4.00 4.11 -3.33
H: -1.82 2.36 -4.58
H: -1.71 5.13 -3.38
H: -0.41 4.23 -4.20
C: -0.78 -1.98 6.59
C: -1.42 -2.56 5.37
C: -2.89 -2.21 5.17
O: -2.97 -1.67 3.87
C: -1.72 -1.43 3.40
O: -1.51 -0.87 2.37
O: -0.80 -1.95 4.20
H: -0.99 -0.92 6.68
H: 0.30 -2.10 6.59
H: -1.15 -2.50 7.49
H: -1.22 -3.63 5.22
H: -3.28 -1.52 5.92
H: -3.52 -3.10 5.32
C: 5.31 4.49 0.18
C: 3.93 4.10 0.65
C: 2.79 4.87 -0.01
O: 1.80 3.87 -0.25
C: 2.31 2.67 0.02
O: 1.67 1.66 0.00
O: 3.63 2.74 0.27
H: 6.05 3.78 0.55
H: 5.59 5.47 0.57
H: 5.33 4.53 -0.91
H: 3.88 4.15 1.73
H: 3.09 5.34 -0.95
H: 2.39 5.66 0.62
C: 3.11 3.17 4.58
C: 3.09 1.68 4.37
C: 2.16 0.89 5.32
O: 1.48 -0.01 4.45
C: 1.78 0.26 3.18
O: 1.30 -0.32 2.25
O: 2.53 1.36 3.08
H: 3.42 3.37 5.60
H: 2.09 3.54 4.44
H: 3.74 3.66 3.84
H: 4.09 1.25 4.37
H: 1.39 1.51 5.79
H: 2.80 0.43 6.06

Total charge: +1
Energy above the lowest of the compared OMol25 structures with the same formula, charge and spin: 2.5 kJ/mol

=====

2.
The following is a quantum chemistry calculation of C28H42AsGeN4O4S4SeW as an isolated structure at a distorted geometry, from the OMol25 dataset.

Cartesian coordinates (Å):
W: 0.57 0.50 -0.10
C: 0.55 -3.30 1.13
C: -0.78 -2.57 0.95
C: -1.75 -3.48 0.19
C: -1.36 -2.21 2.31
O: -0.50 -1.38 0.19
Ge: -1.53 -0.92 -1.44
O: 0.03 -1.19 -2.37
C: 0.04 -1.60 -3.76
C: 0.25 -0.39 -4.67
C: 1.16 -2.60 -3.98
C: -1.29 -2.26 -4.13
O: -1.21 1.10 -1.26
C: -2.11 2.09 -1.86
C: -1.40 2.73 -3.06
C: -3.38 1.39 -2.33
C: -2.51 3.20 -0.88
H: 0.98 -3.52 0.16
H: 1.24 -2.66 1.69
H: 0.40 -4.23 1.68
H: -1.86 -4.41 0.74
H: -1.36 -3.71 -0.80
H: -2.73 -3.02 0.09
H: -1.41 -3.10 2.94
H: -2.37 -1.80 2.21
H: -0.73 -1.47 2.80
H: 1.24 0.04 -4.54
H: -0.49 0.38 -4.44
H: 0.13 -0.69 -5.72
H: 2.13 -2.13 -3.87
H: 1.09 -2.99 -5.00
H: 1.08 -3.44 -3.28
H: -2.11 -1.53 -4.12
H: -1.54 -3.05 -3.41
H: -1.23 -2.69 -5.13
H: -1.43 2.08 -3.93
H: -0.36 2.94 -2.81
H: -1.89 3.67 -3.31
H: -3.17 0.57 -3.01
H: -4.00 2.12 -2.85
H: -3.95 1.00 -1.47
H: -1.72 3.93 -0.77
H: -2.76 2.80 0.10
H: -3.39 3.70 -1.28
S: 3.68 3.81 -0.69
As: 2.39 2.31 0.19
S: 1.67 1.28 -2.03
S: 0.32 2.94 0.48
S: 3.49 2.93 2.05
Se: -1.45 4.63 6.10
N: -0.06 3.61 5.70
C: -0.41 2.86 4.69
C: 0.46 1.88 4.08
C: 1.69 1.53 4.61
C: 2.42 0.54 3.98
C: 1.97 0.06 2.77
N: 0.83 0.42 2.17
C: 0.02 1.26 2.89
C: -1.34 1.41 2.44
N: -1.69 0.69 1.36
C: -2.99 0.57 1.12
C: -3.98 1.24 1.81
C: -3.61 2.12 2.81
C: -2.27 2.21 3.14
C: -1.76 3.03 4.21
N: -2.48 3.93 4.84
H: 2.06 2.04 5.49
H: 3.37 0.21 4.37
H: 2.55 -0.67 2.23
H: -3.27 -0.11 0.32
H: -5.02 1.09 1.55
H: -4.34 2.72 3.34
C: 3.48 -1.66 -1.61
C: 3.38 -1.16 -0.17
C: 4.43 -0.06 0.04
C: 3.72 -2.33 0.75
O: 2.06 -0.67 0.07
H: 3.17 -0.88 -2.30
H: 4.51 -1.94 -1.83
H: 2.83 -2.53 -1.73
H: 5.42 -0.50 -0.03
H: 4.34 0.41 1.02
H: 4.36 0.72 -0.73
H: 4.76 -2.59 0.59
H: 3.11 -3.21 0.53
H: 3.59 -2.08 1.81

Energy above the lowest of the compared OMol25 structures with the same formula, charge and spin: 298.5 kJ/mol
Multiplicity: 2
⟨S²⟩: 0.76

=====

3.
The following is a quantum chemistry calculation of C28H42B2F4N10O4Os as an isolated structure, from the OMol25 dataset.

Cartesian coordinates (Å):
Os: -0.19 -0.01 0.43
C: -4.48 -0.38 -0.28
C: -3.03 -0.13 -0.45
N: -2.16 -0.15 0.68
O: -2.71 -0.35 1.76
B: -1.79 -0.24 3.33
F: -1.48 1.07 3.27
F: -2.71 -0.71 4.13
O: -0.68 -1.12 3.13
N: 0.29 -0.56 2.36
C: 1.50 -0.65 2.79
C: 1.91 -1.23 4.09
C: 2.46 -0.08 1.82
N: 1.93 0.19 0.68
O: 2.71 0.92 -0.20
B: 3.33 0.24 -1.25
F: 3.90 0.99 -2.15
F: 3.38 -1.07 -1.25
O: 1.13 0.29 -2.34
N: -0.96 0.47 -1.44
C: -2.37 0.12 -1.60
C: -2.96 0.13 -2.96
C: 3.87 0.17 2.21
H: -4.84 0.06 0.65
H: -4.70 -1.45 -0.25
H: -5.04 0.05 -1.11
H: 1.08 -1.70 4.60
H: 2.32 -0.44 4.73
H: 2.72 -1.96 3.94
H: -2.20 -0.05 -3.72
H: -3.43 1.10 -3.17
H: -3.74 -0.63 -3.04
H: 3.89 0.72 3.16
H: 4.42 0.73 1.47
H: 4.37 -0.78 2.40
C: -0.14 5.06 2.12
N: -0.67 4.02 1.21
C: -2.03 3.58 1.56
C: -0.01 3.57 0.16
N: -0.30 2.21 -0.23
C: -0.64 1.92 -1.43
C: -0.75 2.74 -2.60
C: -0.37 2.37 -3.85
C: 0.19 1.14 -4.36
C: 0.82 0.14 -3.73
C: 1.23 -1.11 -4.34
C: 1.16 -2.31 -3.74
C: 0.69 -2.66 -2.40
C: 0.21 -1.83 -1.46
N: -0.19 -2.03 -0.13
C: -0.16 -3.24 0.54
N: 0.88 -4.05 0.44
C: 2.24 -3.58 0.19
C: 0.76 -5.52 0.54
N: -1.21 -3.56 1.30
C: -2.59 -3.31 0.88
C: -1.09 -4.35 2.54
C: 0.20 -0.35 -1.59
N: 0.88 4.27 -0.51
C: 0.88 5.75 -0.50
C: 1.94 3.70 -1.35
H: -0.62 6.02 1.96
H: 0.94 5.14 2.00
H: -0.36 4.73 3.13
H: -2.69 4.44 1.50
H: -2.04 3.19 2.57
H: -2.38 2.82 0.86
H: -1.07 3.76 -2.44
H: -0.51 3.14 -4.61
H: 0.10 1.01 -5.44
H: 1.52 -1.07 -5.38
H: 1.46 -3.16 -4.34
H: 0.73 -3.71 -2.16
H: 2.28 -2.50 0.28
H: 2.58 -3.87 -0.80
H: 2.90 -4.03 0.93
H: -0.27 -5.82 0.38
H: 1.11 -5.89 1.50
H: 1.37 -5.95 -0.25
H: -2.59 -2.75 -0.05
H: -3.14 -2.78 1.66
H: -3.09 -4.27 0.71
H: -0.06 -4.35 2.88
H: -1.44 -5.37 2.40
H: -1.71 -3.87 3.29
H: -0.09 6.13 -0.18
H: 1.06 6.08 -1.52
H: 1.67 6.14 0.14
H: 1.83 2.63 -1.45
H: 2.91 3.92 -0.90
H: 1.90 4.17 -2.33

Total charge: +4

=====

Electronic energy across the listed records, respectively: -6185.0449; -9986.1171; -2479.2035 Ha.